# 1
The following is a DFT calculation (ωB97M-V with the def2-TZVPD basis set) of 17 unconnected molecules or ions with the total composition C39H68BrN18O3PS.

**LUMO energy**: 0.0 eV
**Orbital gap**: 0.3426 Ha
**Energy**: -164669.16613 eV

Structure (ORCA input):
```
! wB97M-V def2-TZVPD RIJCOSX def2/J DEFGRID3
* xyz 0 1
H 5.72 1.23 -10.51
H 1.26 -3.40 -1.10
C 1.26 2.63 3.67
H 3.44 -1.34 -0.57
H -1.12 -2.16 -7.07
H 2.86 1.32 8.11
H -6.27 -3.86 7.10
H -0.57 1.14 -9.01
H -2.16 -5.40 10.22
C 5.15 2.21 -8.73
C -2.67 6.90 -7.11
C 0.09 2.46 -3.76
H 1.64 1.51 -4.92
H -1.61 0.97 -5.41
N -1.40 -4.42 -2.47
N 2.43 1.63 -0.94
H -1.16 -4.48 9.11
H -6.28 -4.30 8.80
H 3.54 3.87 -2.40
C -0.33 -1.44 -7.35
H -2.63 -8.80 -1.05
C -0.73 4.74 6.70
H 0.60 3.38 3.23
H 0.80 -2.72 -8.32
C -1.24 3.23 -3.86
H -5.75 -8.78 10.43
N -3.56 -5.42 7.63
C -6.63 -8.51 9.85
N -1.46 -2.69 11.72
N -3.01 -7.20 1.65
N 0.97 -3.42 2.47
H 1.96 2.77 7.71
C -1.69 -3.45 10.88
H -7.45 -9.16 10.17
H 4.34 -0.38 0.59
C -6.97 -7.11 10.02
H 0.24 -7.88 5.40
H -3.37 6.10 -6.86
C -0.94 -0.87 5.30
C 2.09 3.21 4.72
C -0.47 6.17 6.64
C -0.57 2.16 -8.59
N 2.75 3.67 5.54
N -0.58 -5.15 6.78
C -0.11 -0.48 -6.16
H -2.00 6.51 -7.88
H 7.95 7.23 -4.05
H 0.64 1.83 4.07
H -1.07 6.71 7.38
H 1.62 3.26 -5.03
H -0.78 -8.31 6.76
H -0.86 0.13 4.88
H -1.29 -5.06 3.97
H -1.10 -7.99 -0.75
C 0.04 -7.66 6.44
H -1.85 3.00 -4.74
H 4.00 1.61 -10.39
H -1.25 -0.79 6.32
C 0.88 0.97 7.48
C -0.67 -3.78 -1.87
C 2.84 0.68 -0.45
N -0.92 3.61 6.75
H -6.72 -5.49 7.59
N 1.67 1.88 -7.44
C 4.87 1.29 -9.82
C -1.90 -1.68 4.53
H -6.42 -8.74 8.81
C -1.17 -4.84 2.91
O 0.89 -2.18 -7.53
H -0.04 -2.87 -0.06
H -0.63 -0.92 -8.28
N 10.09 9.56 -3.90
N -2.64 -2.31 3.93
C -0.31 -6.26 6.63
H 0.12 2.73 -9.25
N 5.67 6.20 -2.24
H 3.35 4.60 -0.81
C 0.97 2.38 -5.04
H 0.92 -7.93 7.02
C 1.88 1.78 8.16
H -0.49 -1.00 -5.28
H 2.62 5.36 -2.21
H 1.87 2.21 2.87
H -0.06 4.41 -7.65
C 9.13 8.95 -3.73
H -3.25 7.71 -7.56
P 0.12 2.28 -6.74
H 0.05 -1.32 5.28
H -2.07 -4.33 2.58
H -0.97 4.30 -3.93
Br -0.19 0.71 -2.87
C 0.26 -2.97 -1.10
H 4.68 0.29 -9.45
N -1.35 7.70 -5.01
H 7.77 7.95 -2.47
H 0.58 6.39 6.84
C 3.50 4.82 -1.87
O -2.09 4.29 -9.19
H -2.87 -4.12 9.26
C -0.97 0.84 -6.29
H -1.80 3.14 -2.92
C -6.05 -4.67 7.81
H 0.69 3.01 -3.02
C -1.94 7.35 -5.94
H 0.95 -0.28 -6.00
H 2.43 2.20 -6.86
C 7.92 8.18 -3.52
C 4.72 5.59 -2.08
N 5.37 2.93 -7.86
H 7.04 8.72 -3.87
C -1.91 -8.56 -0.28
C 3.35 -0.54 0.16
N 0.09 0.34 6.94
H -0.72 6.57 5.66
C -4.66 -5.09 7.71
H 0.35 -1.96 -1.50
H -1.49 -9.49 0.09
H 2.69 -0.89 0.96
C 0.02 -4.05 2.67
N -7.24 -6.00 10.16
H 1.73 0.88 -7.64
H -2.74 2.24 -9.90
N -0.26 3.96 -6.77
C -2.53 -7.80 0.80
C -1.98 -4.41 9.82
H 1.63 1.92 9.22
H -1.13 -5.80 2.39
O -3.04 2.68 -7.69
S -2.17 2.89 -8.83
H -1.66 0.63 -7.12
H -1.19 4.18 -6.42
*
```

Mulliken population analysis, charges in e, atoms 1 to 8:
1 H 0.3320
2 H 0.2578
3 C -0.2157
4 H 0.2761
5 H 0.3836
6 H 0.3057
7 H 0.3318
8 H 0.3977


# 2
The following is a DFT calculation (ωB97M-V with the def2-TZVPD basis set) of 8 unconnected molecules or ions with the total composition C39H68FN4O27PS.

**SMILES string**: CCCC[C@@H](N=C(C)C)O[C@@H]([C@H](C)O[C@](C[C@@H](C)F)(CC(N)(N)N)P(O)O)S(C)(=O)=O.O=C1OCCO1.O=C1OCCO1.O=C1OCCO1.O=C1OCCO1.O=C1OCCO1.O=C1OCCO1.O=C1OCCO1
**LUMO energy**: 0.2 eV
**Orbital gap**: 0.2952 Ha
**ΔE to the lowest compared entry with this formula, charge and spin**: 0.0 kJ/mol
**Energy**: -125628.34080 eV

Structure (ORCA input):
```
! wB97M-V def2-TZVPD RIJCOSX def2/J DEFGRID3
* xyz 0 1
O 4.10 5.11 4.70
O -1.01 -7.22 -0.50
H 8.54 6.58 8.35
C 0.80 3.47 -4.53
O 2.44 6.62 4.44
O 0.40 -8.87 0.09
H -0.03 -2.35 -0.87
C 5.25 0.66 -0.98
C 1.18 1.58 -5.71
H -4.45 1.89 -2.72
H -2.86 -6.31 -0.70
C 1.26 2.38 -3.59
H 2.31 2.49 -3.30
C 8.37 5.56 8.04
O -1.78 -9.30 -0.27
H -1.59 -2.69 -0.17
H -2.33 1.15 -2.83
H 5.33 1.68 -0.63
O -0.29 1.86 1.43
H -0.05 4.62 3.96
H 6.26 2.34 3.62
H 8.05 4.97 8.90
H 2.62 2.63 -0.22
O -2.58 -4.12 -4.58
N -4.79 1.02 -3.09
H 5.34 0.37 -3.60
H 6.15 0.40 -1.52
C 1.06 6.50 4.07
H -10.41 3.04 2.25
H -3.89 3.35 -1.31
C -3.60 -0.81 1.02
C -10.55 2.15 -0.41
O -3.15 -4.31 -2.41
H -5.03 -0.92 -1.21
H -8.32 1.92 1.78
O -3.27 2.90 -0.72
C 7.68 4.50 6.17
C -5.02 -0.76 1.58
H 3.40 -0.89 0.15
O 8.94 4.06 6.40
C 2.60 -0.83 -0.60
H 3.59 -0.01 -3.91
H 10.14 5.69 6.78
O -3.79 -5.87 -3.91
H 4.13 1.62 -3.63
C -9.88 3.38 1.36
S 0.43 1.74 0.19
C 2.66 -2.17 -1.33
O -9.45 1.53 0.08
H 2.63 1.20 0.85
H -5.79 -0.65 0.83
H 6.51 3.94 2.92
H 2.09 2.72 1.50
O 1.12 1.21 -4.41
H 3.54 -2.20 -1.96
H 0.98 6.58 2.99
C 2.14 2.13 0.60
C 2.14 -5.68 0.41
H -5.11 -1.68 -3.37
H -1.68 -5.56 -5.74
H 0.47 7.29 4.53
H 8.58 2.61 4.18
O 6.71 2.34 1.58
H -0.89 -0.66 1.06
H -5.96 0.91 -0.72
H -3.58 -1.77 -4.03
H 0.92 -3.94 0.33
C -0.69 -8.50 -0.20
O 6.97 4.08 5.32
N 2.87 0.30 -1.46
P -4.08 1.73 0.16
O 1.27 0.83 -6.62
O 8.67 1.62 2.35
N -4.36 -1.16 -3.81
C -3.79 -5.91 -5.35
C -5.32 -2.11 2.28
H -0.28 3.64 -4.49
O 7.35 5.49 7.03
O -10.76 3.33 0.24
H -1.43 -1.77 -1.69
C -3.31 0.02 -0.26
H 1.80 -2.32 -1.98
F -5.15 0.19 2.57
H -5.75 0.84 -2.85
H -7.98 2.95 0.38
H 0.37 0.01 -1.54
H -4.74 -5.51 -5.71
O 1.41 -0.68 0.17
H 8.90 3.63 2.76
H 1.80 -6.49 -0.22
H 3.76 -3.83 -0.50
O 7.86 0.74 0.46
N -2.59 0.29 -3.30
C 0.38 0.02 -0.46
C 0.70 5.12 4.58
H -2.76 -4.47 -6.62
H 1.60 -5.82 1.34
H 1.31 4.42 -4.37
C -2.62 -5.01 -5.70
H -3.56 -1.74 -1.54
H -1.91 -0.43 -3.14
H 5.25 0.01 -0.12
H 2.97 -2.88 0.70
H 1.30 -4.56 -1.24
C 7.75 1.49 1.37
O -11.24 1.73 -1.28
H 0.36 5.13 5.61
H -4.39 -2.60 2.54
O -1.95 0.32 -0.47
C -3.17 -4.73 -3.53
H 3.21 -5.79 0.55
H -2.31 -7.24 -2.10
C -2.93 -8.47 -0.41
H -5.81 -1.91 3.23
H -3.37 -8.30 0.57
H -2.94 -0.53 1.84
C 9.56 4.95 7.34
H -9.53 4.40 1.53
C -2.35 -7.21 -1.01
C 6.85 2.91 2.90
C 2.83 -3.30 -0.28
O -0.04 2.64 -0.84
C -0.98 -0.59 -0.02
C 4.31 0.58 -3.35
C 2.95 5.37 4.56
H -3.67 -6.92 -5.71
C 4.06 0.47 -1.87
C -8.77 2.45 0.94
C 1.73 -4.35 -0.26
C -3.92 -0.10 -2.87
H 10.22 4.41 8.01
H -3.41 -1.85 0.81
H 0.65 2.31 -2.69
C -3.98 -0.75 -1.43
H -5.94 -2.75 1.67
O -5.67 1.73 -0.28
C 8.33 2.77 3.14
O 1.96 4.44 4.51
O 1.13 2.93 -5.82
C -1.02 -1.94 -0.71
H -3.68 -8.94 -1.05
*
```

Mulliken population analysis, charges in e, atoms 1 to 8:
1 O -0.5398
2 O -0.1893
3 H 0.2926
4 C -0.3730
5 O -0.3269
6 O -0.5113
7 H -0.8724
8 C -1.3986


# 3
The following is a DFT calculation (ωB97M-V with the def2-TZVPD basis set) of 9 unconnected molecules or ions with the total composition C39H69Br2NO11S8.

**LUMO energy**: -1.3 eV
**Orbital gap**: 0.2285 Ha
**Energy**: -292329.76799 eV

Structure (ORCA input):
```
! wB97M-V def2-TZVPD RIJCOSX def2/J DEFGRID3
* xyz 0 1
H -4.65 2.20 3.04
C 2.00 -6.22 3.37
H -8.42 -5.68 1.29
O 6.52 -1.46 3.01
C -0.76 2.54 4.28
H -1.87 -6.08 0.53
H 0.05 5.71 0.83
O -6.89 -3.24 1.88
O 0.60 8.40 1.64
O -2.11 -7.31 -2.04
S 3.13 -6.06 1.98
N -0.78 -1.86 -1.28
H -7.24 -3.47 -1.67
H -8.06 -2.34 -0.56
C -1.04 -0.42 0.68
H -1.84 -10.20 0.04
H 0.17 9.76 -0.47
H -2.91 2.26 4.12
C -0.11 -1.40 -0.10
H 2.08 0.53 -10.09
H 1.88 8.80 4.16
C 1.75 -2.06 -9.02
H -0.68 -2.12 -3.41
H 9.28 -1.35 2.29
H 1.70 -2.80 -8.22
C 1.92 -3.03 -2.27
C 2.06 7.79 3.78
H -2.78 7.68 0.71
H -5.22 2.14 1.34
H 9.23 -0.88 4.00
S 3.31 -1.16 -8.89
H -0.48 -0.42 -2.88
H -0.16 10.33 -2.13
C -2.57 4.14 1.02
H -1.02 -9.85 3.81
H -4.81 -6.12 -1.93
H 0.17 0.17 3.86
C 1.52 1.17 2.45
O 3.25 -0.36 -7.64
H 1.31 7.11 4.19
C -4.12 -5.81 -1.14
O 1.90 8.37 -2.41
H 1.85 -5.25 3.84
H -4.27 0.69 -0.38
H 7.91 1.12 0.95
H 3.02 -2.90 -2.06
Br 3.39 0.65 2.84
H 9.60 0.34 2.77
H 5.39 -5.38 2.26
H -9.23 -4.25 0.60
C -1.96 1.19 2.37
C 4.55 -5.51 2.94
H 1.70 -2.57 -9.99
C -0.86 0.28 1.93
C -4.31 2.33 1.98
H -0.59 4.85 -0.60
C -3.19 1.34 1.53
H 0.90 -0.93 2.60
H 1.04 -6.60 3.00
C -3.85 3.80 1.64
H -0.42 3.61 4.21
H -1.47 -10.96 2.50
H 3.35 10.61 -3.65
O 3.43 -7.43 1.48
H -1.67 -8.51 -0.52
H -6.31 -2.22 -0.82
C -1.62 -5.38 -0.26
H 0.91 -1.37 -8.92
C -2.07 -1.20 -1.36
C -2.18 5.53 0.69
H -0.71 6.67 -0.60
C 0.44 0.08 2.77
H 2.91 -0.62 -11.19
S 7.26 -0.18 2.86
H -5.74 4.81 2.46
S -6.83 -4.03 0.63
C -3.08 6.64 0.97
H 1.47 -3.42 -1.33
C -1.92 2.04 3.64
H 0.67 11.40 -0.96
H -0.25 -9.39 0.09
C 0.55 10.37 -1.30
S -2.44 -5.87 -1.79
H 4.32 -4.56 3.42
H 7.64 -0.60 0.53
C 1.36 -1.63 -2.73
O -2.92 -1.25 -2.22
C -4.37 6.32 1.61
H 2.40 -6.93 4.10
H -4.21 -6.48 -0.29
H 1.59 10.80 -3.88
C 2.41 10.87 -3.16
H 3.84 0.64 -10.35
H 1.90 -0.77 -2.24
C 7.28 0.24 1.11
O 1.00 -1.61 0.32
C -4.75 4.94 1.96
S 1.91 7.78 1.98
H -4.35 -4.79 -0.84
C -7.15 -2.91 -0.74
H 1.86 -3.80 -3.09
H 3.23 9.18 0.59
C -8.39 -4.94 0.49
H -5.05 7.18 1.86
C -1.32 -9.26 0.21
C -0.75 5.76 0.05
H 3.05 7.45 4.06
S 2.14 9.71 -1.81
H 4.80 -6.26 3.69
H -8.44 -5.44 -0.47
O 1.29 2.26 2.02
C -0.20 -1.48 -2.62
H -0.17 1.85 4.95
C -3.37 0.59 0.27
H 6.26 0.48 0.81
H -1.81 3.36 0.77
S -1.69 -8.66 1.86
H -1.94 -4.37 0.01
Br 1.79 -1.43 -4.68
H 4.15 8.63 2.02
H 0.11 -10.13 2.47
C 3.18 9.01 1.67
C -0.94 -10.04 2.74
C 9.02 -0.56 2.98
O -0.83 -7.46 2.10
C -2.28 -0.28 -0.12
H 2.48 11.88 -2.77
H 2.93 9.94 2.18
H -0.55 -5.39 -0.43
C 3.00 -0.04 -10.27
*
```

Mulliken population analysis, charges in e, atoms 1 to 8:
1 H 0.4333
2 C -0.5878
3 H 0.3313
4 O -0.5653
5 C -0.9898
6 H 0.1784
7 H 0.0697
8 O -0.6770


Among the records above, which one has the highest energy? C39H68FN4O27PS